{
  "formula": "C11H21BN2O",
  "method": "ωB97M-V with the def2-TZVPD basis set",
  "species": ["C", "C", "C", "N", "B", "C", "C", "C", "O", "C", "C", "N", "C", "C", "C", "H", "H", "H", "H", "H", "H", "H", "H", "H", "H", "H", "H", "H", "H", "H", "H", "H", "H", "H", "H", "H"],
  "positions_angstrom": [[2.3386, 0.2368, -1.7706], [1.5152, -0.4699, -0.7227], [1.8689, -1.9049, -0.6764], [0.0943, -0.4062, -1.0656], [-0.6793, 0.2401, -0.1069], [-2.2262, 0.2803, -0.1213], [-3.0661, 0.7557, -1.0608], [-4.5815, 0.4594, -1.1623], [-5.0108, -0.4756, -0.1730], [-4.3811, -0.2382, 1.1084], [-2.8547, -0.4694, 1.0272], [0.1891, 0.3296, 1.2051], [1.5675, 0.3002, 0.6184], [1.8019, 1.7451, 0.3834], [2.6791, -0.2235, 1.5271], [2.2119, -0.4048, -2.7017], [3.3787, 0.2251, -1.3808], [2.0927, 1.2272, -2.0821], [1.4493, -2.3715, 0.1596], [2.9645, -1.8857, -0.4350], [1.6189, -2.2513, -1.6892], [-0.3343, -0.6620, -1.9688], [-2.8666, 1.5078, -1.8014], [-5.2299, 1.3638, -0.9568], [-4.9527, 0.0582, -2.0111], [-4.7307, -0.7899, 1.9699], [-4.5330, 0.8408, 1.3291], [-2.6672, -1.5692, 0.8158], [-2.3655, -0.2281, 1.9883], [-0.0612, -0.5318, 1.7051], [1.5839, 2.2774, 1.3436], [1.2151, 2.3512, -0.2291], [2.8843, 1.8939, 0.0912], [2.3377, -1.2757, 1.8376], [2.7346, 0.5569, 2.2920], [3.7372, -0.2894, 1.1064]],
  "forces_ev_per_angstrom": [[1.0, -2.1, -1.3], [-1.6, 1.3, -0.5], [2.7, 0.9, -0.6], [-1.5, 1.3, -0.8], [1.0, -0.9, 2.0], [-1.2, 0.6, -0.5], [-1.4, 0.0, -0.2], [0.7, 1.7, 5.0], [0.4, -1.1, 1.5], [1.3, 1.6, -1.0], [-0.4, -1.5, -0.4], [-0.8, -0.7, -1.5], [-0.7, -0.3, -0.4], [2.9, 1.7, 2.0], [-0.2, -1.0, 0.2], [0.8, 0.7, 0.9], [-0.3, 0.0, -0.8], [-0.5, 0.7, 0.3], [-1.3, -1.1, 0.8], [-0.6, -0.7, -0.8], [0.3, -0.8, 0.7], [1.0, 0.1, 0.6], [1.1, 0.0, -0.5], [1.0, -0.2, -0.4], [-0.4, -1.2, -3.2], [-0.9, -0.6, -0.5], [0.0, -0.4, 0.1], [-0.2, 0.9, 0.5], [-0.2, 0.0, -0.4], [0.3, 0.3, 0.1], [0.7, -0.6, -0.3], [-1.3, 0.1, -1.8], [-1.1, 0.2, 0.4], [0.9, 1.7, 0.3], [0.0, -0.8, 0.6], [-1.6, 0.1, 0.0]],
  "spin_multiplicity": 1,
  "total_energy_ev": -17451.137,
  "smiles": "CC1(C)NB(C2=CCOCC2)NC1(C)C",
  "homo_energy_ev": -8.9,
  "e_above_lowest_kcal_mol": 0.0,
  "max_force_ev_per_a": 5.369
}